1.
This record from the Open Molecules 2025 dataset describes 3 unconnected molecules or ions with the total composition C9H18O. The level of theory is ωB97M-V/def2-TZVPD.

Calculated values
* M: 142.24 g mol⁻¹
* ΔE to the lowest compared entry with this formula, charge and spin: 458.4 kJ/mol
* SMILES: C=C(O)CC.C=CC.C=C
* spin multiplicity: 1
* Kohn-Sham gap: 8.402 eV

```
28
Properties=species:S:1:pos:R:3:forces:R:3:nbo_charge:R:1
C -0.269141 -1.813671 0.544215 1.071 -1.909 -1.939 -0.65
C 0.575996 -1.685863 -0.530002 -0.768 -0.589 1.195 0.40
O 1.926872 -1.781148 -0.402619 -0.010 0.162 -0.118 -0.68
C 0.183593 -1.499297 -1.965952 -0.004 0.135 -0.027 -0.47
C -1.175997 -0.849225 -2.200271 0.125 -0.090 0.084 -0.60
H 0.115610 -2.298960 1.434419 0.136 0.391 0.231 0.22
H -1.298903 -2.067923 0.338850 -0.198 0.419 -0.036 0.24
H 2.166285 -1.923183 0.521245 -0.088 -0.025 -0.017 0.48
H 0.207685 -2.485971 -2.444363 0.070 0.061 0.067 0.23
H 0.968691 -0.910702 -2.447233 0.004 -0.009 0.014 0.23
H -1.222772 0.134135 -1.737123 -0.018 0.065 0.041 0.22
H -1.347661 -0.728272 -3.268662 -0.032 -0.026 -0.016 0.22
H -1.983640 -1.455479 -1.792845 -0.055 -0.006 -0.001 0.21
C 0.669667 2.606742 0.052717 -0.134 -1.117 0.539 -0.39
C 0.774574 1.308521 0.437873 2.747 1.531 -2.075 -0.17
C 1.856437 0.911184 1.414905 -0.462 -0.012 0.223 -0.65
H -0.011410 2.908961 -0.728148 0.025 -0.009 -0.192 0.19
H 1.150330 3.398463 0.609434 -0.037 0.073 0.176 0.18
H 0.617633 0.538367 -0.332030 -0.803 0.368 0.615 0.20
H 1.548237 0.051615 2.011125 -0.008 -0.076 0.121 0.20
H 2.085439 1.729758 2.096419 0.021 0.009 0.039 0.21
H 2.768682 0.639054 0.883307 -0.016 0.007 -0.071 0.22
C -1.072114 0.796540 1.504846 -1.526 -3.497 0.227 -0.41
C -2.241826 1.114660 0.948840 -0.043 0.118 0.222 -0.44
H -0.721396 -0.406437 1.206764 -0.314 3.840 0.966 0.26
H -0.793264 1.245584 2.450887 0.346 0.116 -0.143 0.20
H -2.638420 0.575193 0.099435 -0.019 -0.135 -0.069 0.18
H -2.839186 1.947357 1.293966 -0.012 0.204 -0.056 0.19
```
Forces are in eV/Å.

=====

2.
This record from the Open Molecules 2025 dataset describes a single C23H20F5N3OS molecule. The level of theory is ωB97M-V/def2-TZVPD.

Calculated values
* M: 481.49 g mol⁻¹
* SMILES: CN1C(=O)[C@@H](Cc2c(F)c(F)c(F)c(F)c2F)N(/C=C/[C@@H](N=C=S)c2ccccc2)C1(C)C
* spin multiplicity: 1
* Kohn-Sham gap: 8.564 eV

```
53
Properties=species:S:1:pos:R:3:forces:R:3:nbo_charge:R:1
C 1.736306 -3.778046 0.992867 -0.433 -0.368 0.082 -0.42
N 1.481864 -2.368816 0.820936 0.482 0.546 -0.033 -0.45
C 2.463119 -1.443247 0.995551 -0.087 0.091 0.534 0.69
O 3.603747 -1.655247 1.378304 -0.646 0.108 -0.481 -0.61
C 1.859493 -0.078573 0.666192 -0.412 0.183 0.943 -0.12
C 2.481509 0.524623 -0.587823 -0.019 0.137 -0.724 -0.43
C 3.966996 0.718078 -0.455931 0.537 -0.121 0.249 -0.14
C 4.871883 -0.190495 -1.007422 -0.094 -0.131 -0.207 0.37
F 4.401017 -1.223342 -1.755361 0.338 0.620 0.504 -0.31
C 6.246938 -0.085128 -0.816993 0.045 -0.284 0.032 0.27
F 7.084222 -0.995795 -1.352285 -0.460 0.553 0.277 -0.29
C 6.750801 0.948728 -0.028819 0.114 0.025 -0.266 0.30
F 8.075638 1.071907 0.154102 -0.685 -0.067 -0.046 -0.28
C 5.876019 1.883181 0.517869 0.084 0.157 0.183 0.25
F 6.360045 2.908831 1.239571 -0.210 -0.449 -0.269 -0.29
C 4.507857 1.745709 0.315229 -0.162 0.052 -0.071 0.40
F 3.670668 2.647610 0.888324 0.432 -0.430 -0.277 -0.32
N 0.412910 -0.363124 0.558135 1.317 -0.047 -0.272 -0.43
C -0.431247 0.659543 0.226578 -1.294 -0.794 0.688 0.11
C -1.769532 0.501986 -0.010939 1.850 0.134 -1.342 -0.39
C -2.645260 1.602218 -0.350382 -1.141 5.177 2.014 -0.03
N -2.649562 2.640567 -1.571418 -0.464 2.057 -2.653 -0.48
C -3.029640 3.696950 -2.074238 1.165 -2.916 0.802 0.25
S -3.456882 5.050532 -2.906822 0.471 -1.655 1.242 -0.12
C -4.125185 1.337887 -0.156890 -0.978 -0.408 -0.332 -0.04
C -4.969301 2.455937 -0.114242 -0.616 -0.261 0.395 -0.19
C -6.358641 2.332726 -0.227339 0.300 -0.089 0.268 -0.19
C -6.956601 1.073477 -0.275199 0.386 -0.298 -0.819 -0.21
C -6.130267 -0.059009 -0.253466 -0.067 0.261 0.055 -0.21
C -4.733569 0.058800 -0.201197 0.026 0.663 0.401 -0.21
C 0.151996 -1.837568 0.534008 -0.254 0.749 -0.279 0.35
C -0.322713 -2.315091 -0.840373 0.082 -0.048 -0.153 -0.64
C -0.827145 -2.232451 1.640420 0.179 0.040 0.140 -0.64
H 2.825486 -3.929452 1.054819 -0.536 0.064 0.003 0.25
H 1.237446 -4.130805 1.917155 0.410 -0.045 -0.415 0.20
H 1.313300 -4.322224 0.128151 0.340 0.072 0.431 0.20
H 2.022072 0.633111 1.505086 0.079 -0.542 -0.313 0.22
H 2.288444 -0.129909 -1.449084 -0.036 0.201 0.205 0.24
H 2.009203 1.496071 -0.785529 0.086 -0.234 -0.017 0.24
H 0.011643 1.663022 0.344667 -0.226 -0.541 -0.426 0.22
H -2.222272 -0.468044 -0.003242 0.092 -0.210 -0.185 0.20
H -2.338283 2.546012 0.265631 -0.624 -2.093 0.197 0.23
H -4.541302 3.442298 0.068012 -0.085 -0.188 -0.428 0.22
H -6.969361 3.229130 -0.298461 0.105 -0.120 0.178 0.22
H -8.033196 0.965450 -0.477947 0.584 0.078 0.394 0.22
H -6.589057 -1.046591 -0.318909 0.211 0.219 0.098 0.21
H -4.144036 -0.853932 -0.101049 -0.133 0.267 -0.362 0.21
H 0.466907 -2.148076 -1.586690 -0.238 -0.018 0.182 0.22
H -0.535880 -3.389764 -0.789156 -0.027 0.230 -0.119 0.22
H -1.228554 -1.787583 -1.160198 0.265 -0.228 0.066 0.23
H -0.376186 -2.002745 2.614180 -0.171 -0.061 -0.181 0.23
H -1.775043 -1.692353 1.558008 0.205 -0.168 0.001 0.23
H -1.018819 -3.306968 1.573633 -0.085 0.125 0.109 0.22
```
Forces are in eV/Å.